<w>
{
  "formula": "C4H11N2S",
  "method": "the ωB97M-V functional and the def2-TZVPD basis",
  "e_lumo_ev": -5.905,
  "charge": 1,
  "e_homo_ev": -11.52,
  "homo_lumo_gap_ev": 5.6,
  "species": ["C", "C", "C", "C", "N", "N", "S", "H", "H", "H", "H", "H", "H", "H", "H", "H", "H", "H"],
  "positions_angstrom": [[-2.74872, -0.67517, -0.32698], [1.88205, 2.22660, -0.69901], [0.89465, 2.09527, -1.53239], [-0.36891, -1.46436, -0.50083], [0.88848, -0.22610, 2.41709], [1.45176, 0.83346, -1.34381], [-1.44063, -0.48760, 0.55213], [-2.84982, -1.47055, -1.04191], [-3.64807, -0.20989, 0.02549], [2.71769, 2.50790, -0.08169], [1.03939, -1.19342, 2.41761], [0.11232, 2.55446, -2.11897], [-0.01139, -2.42167, 0.04427], [-0.80910, -1.78549, -1.44029], [0.61729, -0.91047, -0.73560], [1.36243, 0.21852, 1.59930], [1.79198, 0.42883, -2.19296], [1.07559, 0.02223, 3.29346]],
  "nbo_charge": [-0.419, -0.071, -0.018, -0.858, -1.094, -0.714, 0.867, 0.245, 0.251, 0.265, 0.358, 0.231, 0.270, 0.249, 0.330, 0.383, 0.347, 0.376]
}

<x>
{
  "formula": "C4H11N2S",
  "method": "the ωB97M-V functional and the def2-TZVPD basis",
  "e_lumo_ev": -2.862,
  "charge": 1,
  "e_homo_ev": -13.01,
  "homo_lumo_gap_ev": 10.2,
  "species": ["C", "C", "C", "C", "N", "N", "S", "H", "H", "H", "H", "H", "H", "H", "H", "H", "H", "H"],
  "positions_angstrom": [[0.18669, -1.39708, 3.00031], [-0.96528, -0.58124, 2.41647], [-0.57569, 1.15787, -2.69656], [1.31324, 0.69042, -0.72973], [-1.05726, -0.43064, -0.63643], [-0.97284, -0.87276, 3.65675], [-0.43717, 1.10499, -0.89023], [0.22503, -2.46702, 2.84155], [1.13622, -0.92817, 3.22238], [-1.05723, -0.63797, 0.38266], [-0.47255, 0.15005, -3.09200], [0.19533, 1.81041, -3.09621], [-1.55067, 1.56390, -2.95787], [1.52125, 0.48943, 0.31686], [1.90458, 1.54160, -1.05438], [1.53972, -0.19059, -1.32413], [-1.42957, -0.85081, 4.54705], [-2.01553, -0.50814, -0.96393]],
  "nbo_charge": [-0.341, 0.079, -0.767, -0.766, -1.009, -0.514, 1.064, 0.199, 0.192, 0.432, 0.265, 0.266, 0.264, 0.264, 0.261, 0.263, 0.439, 0.409]
}

<x> is the most stable structure shown above.